No. 1
An isolated molecule of C5H5NO in a non-equilibrium geometry. Source: the OMol25 dataset; level of theory: ωB97M-V/def2-TZVPD.

SMILES: C#CN(C=C)C=O
Highest occupied orbital energy in eV: -8.932

CARTESIAN COORDINATES (ANGSTROEM)
C (-0.85, 0.37, 2.18)
C (-0.67, 0.26, 1.02)
N (-0.45, -0.17, -0.27)
C (0.86, -0.46, -0.61)
C (1.81, 0.13, 0.09)
C (-1.43, -0.08, -1.31)
O (-1.16, -0.20, -2.44)
H (-1.08, 0.54, 3.18)
H (1.03, -0.89, -1.62)
H (2.87, -0.15, -0.16)
H (1.52, 0.59, 1.05)
H (-2.46, 0.06, -1.11)

Mulliken atomic charge list, values in e, 8 entries:
1 C -0.249
2 C -0.239
3 N 0.051
4 C 0.001
5 C -0.758
6 C -0.012
7 O -0.442
8 H 0.443

***

No. 2
A structure of composition C14H38N10O12Zn2 in a non-equilibrium geometry. Source: the OMol25 dataset; level of theory: ωB97M-V/def2-TZVPD.

Highest occupied orbital energy in eV: -8.483

CARTESIAN COORDINATES (ANGSTROEM)
Zn (0.02, 1.64, -0.60)
Zn (2.38, -0.15, 0.50)
C (-0.15, -0.84, 0.01)
O (-1.11, 0.03, 0.15)
O (0.55, -1.15, 1.05)
O (0.72, -0.33, -0.84)
C (2.39, 2.40, -0.06)
O (3.31, 1.51, -0.32)
O (1.67, 2.82, -1.06)
O (1.59, 1.87, 0.80)
C (0.71, -0.42, 4.77)
O (0.93, -0.31, 5.97)
N (0.35, 0.57, 3.91)
N (1.09, -1.53, 4.09)
H (0.35, 0.43, 2.91)
H (-0.13, 1.34, 4.35)
H (1.58, -2.29, 4.53)
H (0.80, -1.69, 3.13)
C (-4.09, -0.46, -2.26)
O (-3.36, -0.02, -3.14)
N (-3.83, -0.48, -0.93)
N (-5.38, -0.84, -2.51)
H (-4.56, -0.71, -0.28)
H (-2.90, -0.18, -0.65)
H (-6.01, -1.17, -1.81)
H (-5.73, -0.72, -3.45)
C (-3.27, -1.63, 2.75)
O (-4.27, -2.04, 3.33)
N (-3.26, -0.40, 2.13)
N (-2.12, -2.32, 2.56)
H (-3.90, 0.27, 2.52)
H (-2.44, -0.14, 1.60)
H (-1.40, -1.91, 1.97)
H (-2.00, -3.25, 2.93)
C (1.30, -1.89, -4.74)
O (2.17, -2.71, -4.51)
N (0.81, -1.08, -3.75)
N (0.67, -1.71, -5.94)
H (1.32, -0.99, -2.90)
H (-0.01, -0.51, -3.83)
H (0.97, -2.26, -6.71)
H (0.10, -0.89, -6.06)
C (-2.91, 3.37, -3.00)
C (-1.69, 3.17, -2.09)
C (-2.21, 3.37, -0.63)
O (-1.28, 2.83, 0.32)
C (-1.22, 3.40, 1.63)
N (-1.13, 1.82, -2.35)
H (-2.75, 3.09, -4.04)
H (-3.19, 4.42, -2.90)
H (-3.77, 2.80, -2.63)
H (-0.98, 3.98, -2.26)
H (-3.23, 3.01, -0.47)
H (-2.30, 4.46, -0.49)
H (-2.17, 3.26, 2.14)
H (-0.88, 4.43, 1.56)
H (-0.47, 2.79, 2.12)
H (-1.91, 1.14, -2.28)
H (-0.99, 1.73, -3.35)
C (4.00, -2.58, 2.92)
C (4.25, -1.30, 2.13)
C (4.55, -1.59, 0.65)
O (3.34, -1.86, -0.09)
C (3.52, -2.08, -1.47)
N (3.19, -0.26, 2.38)
H (4.88, -3.21, 2.85)
H (3.20, -3.15, 2.43)
H (3.71, -2.36, 3.95)
H (5.22, -0.98, 2.52)
H (5.23, -2.44, 0.51)
H (5.12, -0.81, 0.13)
H (4.06, -1.31, -2.04)
H (2.57, -2.09, -2.00)
H (3.95, -3.07, -1.65)
H (2.74, -0.41, 3.28)
H (3.70, 0.59, 2.59)

Mulliken atomic charge list, values in e, 8 entries:
1 Zn 1.069
2 Zn 2.135
3 C 0.319
4 O 0.111
5 O -0.779
6 O -1.405
7 C 0.849
8 O -0.833

***

No. 3
A cluster of 2 separate species, C7H6P2 in total in a non-equilibrium geometry. Source: the OMol25 dataset; level of theory: ωB97M-V/def2-TZVPD.

Highest occupied orbital energy (spin up / spin down) in eV: -8.164 / -8.483

CARTESIAN COORDINATES (ANGSTROEM)
C (-0.93, 2.79, -0.21)
C (3.41, 1.06, 0.39)
C (1.63, -3.04, -0.30)
C (-0.09, 1.96, 0.03)
C (2.26, 0.75, 0.33)
C (0.88, -2.14, -0.54)
C (-3.21, -0.43, 0.15)
P (0.59, 0.42, 0.53)
P (0.01, -0.80, -1.19)
H (-1.79, 3.39, -0.36)
H (4.46, 1.36, 0.61)
H (2.24, -3.90, 0.12)
H (-2.89, 0.56, -0.14)
H (-2.88, -0.79, 1.15)
H (-3.68, -1.19, -0.57)

Mulliken atomic charge list, values in e, 8 entries:
1 C 0.191
2 C 0.458
3 C 0.479
4 C -0.548
5 C -0.667
6 C -0.660
7 C -0.861
8 P -0.179

***

Relative energy (zero: lowest compared OMol25 entry of this formula, charge and spin) readings, ordered: 320.7, 0.0, 771.8 kJ/mol
E readings, ordered: -323.39753, -5565.51921, -952.70976 Ha
Molecular weight readings, ordered: 95.101, 669.296, 152.073 g/mol